1.
Formula: C6H20O4
Source: the Open Molecules 2025 dataset
Level of theory: ωB97M-V/def2-TZVPD

ORCA input file:
```
! RIJCOSX wB97M-V def2-TZVPD def2/J DEFGRID3
* xyz 0 1
O 9.664 -12.296 -13.935
O 12.960 -9.385 -14.004
O 10.424 -9.544 -12.606
O 12.226 -12.717 -12.588
C 12.990 -8.669 -15.245
C 10.609 -8.678 -10.354
C 8.774 -10.237 -11.023
C 14.238 -7.836 -15.420
C 10.230 -9.875 -11.243
C 11.701 -7.865 -15.316
H 8.565 -10.634 -10.036
H 12.943 -12.142 -12.302
H 8.622 -11.071 -11.724
H 11.375 -9.388 -12.739
H 13.716 -9.929 -13.780
H 15.171 -8.358 -15.226
H 11.673 -8.451 -10.487
H 10.900 -10.687 -10.936
H 10.830 -8.367 -14.896
H 14.139 -6.944 -14.794
H 11.777 -6.901 -14.810
H 11.448 -7.719 -16.369
H 10.068 -7.758 -10.594
H 12.956 -9.436 -16.027
H 9.798 -11.339 -13.884
H 10.384 -8.861 -9.301
H 12.375 -13.548 -12.121
H 8.141 -9.413 -11.345
H 10.554 -12.670 -13.860
H 14.271 -7.445 -16.440
*
```

Calculated values
SMILES: CC(C)O.CC(C)O.O.O
Energy relative to the best compared isomer or geometry (same formula, charge and spin): 20.1 kJ/mol
E: -541.54707 hartree
Lowest unoccupied orbital energy: 0.00545 Ha
Largest force on an atom: 1.98 eV/Å
HOMO-LUMO gap: 10.0 eV
HOMO energy: -9.833 eV


2.
Formula: C6H20O4
Source: the Open Molecules 2025 dataset
Level of theory: ωB97M-V/def2-TZVPD

ORCA input file:
```
! RIJCOSX wB97M-V def2-TZVPD def2/J DEFGRID3
* xyz 0 1
O -19.517 27.474 4.189
O -7.863 22.667 0.655
O -10.859 27.067 2.248
O -13.979 26.351 -3.367
C -14.781 26.941 -4.293
C -8.671 21.820 1.446
C -17.533 26.721 3.067
C -19.013 26.532 3.269
C -15.614 28.120 -3.713
C -11.263 28.155 3.039
H -11.522 27.712 4.001
H -12.015 28.861 2.687
H -17.359 27.774 2.844
H -10.457 28.787 3.412
H -14.139 27.350 -5.074
H -16.199 28.546 -4.529
H -15.487 26.207 -4.681
H -17.051 26.417 3.996
H -19.542 26.739 2.339
H -13.626 25.578 -3.813
H -20.412 27.768 4.006
H -19.187 25.486 3.524
H -15.042 28.989 -3.389
H -11.459 26.846 1.532
H -16.124 27.684 -2.854
H -8.238 20.821 1.489
H -8.173 23.573 0.721
H -9.584 21.717 0.859
H -17.052 26.176 2.255
H -8.743 22.175 2.474
*
```

Calculated values
SMILES: CCO.CCO.CO.CO
Energy relative to the best compared isomer or geometry (same formula, charge and spin): 264.3 kJ/mol
E: -541.45405 hartree
Lowest unoccupied orbital energy: 0.01634 Ha
Largest force on an atom: 2.84 eV/Å
HOMO-LUMO gap: 10.7 eV
HOMO energy: -10.219 eV


3.
Formula: C6H20O5
Source: the Open Molecules 2025 dataset
Level of theory: ωB97M-V/def2-TZVPD

ORCA input file:
```
! RIJCOSX wB97M-V def2-TZVPD def2/J DEFGRID3
* xyz -1 2
O -0.725 -0.568 -2.764
O 1.861 1.717 1.686
O 0.883 -0.555 2.951
O 0.667 1.820 -2.603
O 2.610 0.753 -0.843
C 1.602 -2.413 -0.495
C -1.912 1.546 0.104
C -0.351 -1.068 0.232
C -2.368 0.359 0.950
C -1.696 -0.952 0.604
C 0.297 -2.297 -0.048
H 0.271 -0.181 0.175
H 1.554 2.500 2.145
H 0.022 2.506 -2.422
H 2.527 1.207 0.011
H -2.198 0.620 2.016
H -0.853 1.748 0.257
H -2.313 -1.841 0.697
H 0.003 -1.204 -2.811
H -1.159 -0.784 -1.921
H 2.023 1.246 -1.455
H 2.067 -3.373 -0.685
H 0.170 0.975 -2.693
H -2.065 1.354 -0.962
H 0.043 -0.761 2.502
H -3.454 0.245 0.889
H 1.470 -1.219 2.562
H -2.459 2.454 0.386
H 1.550 0.914 2.163
H -0.315 -3.194 0.028
H 2.248 -1.557 -0.653
*
```

Calculated values
Energy relative to the best compared isomer or geometry (same formula, charge and spin): 0.0 kJ/mol
E: -616.78684 hartree
Lowest unoccupied orbital energy (alpha / beta): 0.12461 / 0.12174 Ha
Largest force on an atom: 0.91 eV/Å
HOMO-LUMO gap (alpha / beta): 3.8 / 6.7 eV
HOMO energy (alpha / beta): -0.408 / -3.368 eV
<S²>: 0.770


4.
Formula: C6H21CdNO6
Source: the Open Molecules 2025 dataset
Level of theory: ωB97M-V/def2-TZVPD

ORCA input file:
```
! RIJCOSX wB97M-V def2-TZVPD def2/J DEFGRID3
* xyz 0 1
Cd 0.780 -0.660 0.271
O 2.695 -1.434 -0.097
O 0.923 2.216 2.145
O -1.272 0.090 0.836
O -0.017 -2.752 0.841
O 1.273 -0.380 2.503
O 1.495 1.280 -0.248
N -0.588 -1.034 -1.669
C -1.499 0.157 -1.600
C -1.870 0.417 2.083
C -2.175 0.260 -0.244
C 3.334 -0.409 -0.800
C 2.850 1.060 -0.581
C -2.545 0.131 -2.680
H -3.207 0.999 -2.645
H -0.868 -3.195 0.827
H -1.796 1.491 2.265
H 3.063 1.612 -1.511
H 1.100 1.939 1.193
H -0.076 -0.981 -2.547
H 3.306 -0.622 -1.891
H 1.489 -0.958 3.236
H -1.329 -0.110 2.864
H 4.407 -0.400 -0.541
H -3.033 -0.423 -0.149
H 3.494 1.503 0.198
H -2.922 0.118 2.104
H 1.268 0.533 2.843
H -3.176 -0.760 -2.609
H -0.837 1.016 -1.731
H -1.204 -1.832 -1.830
H -2.595 1.274 -0.185
H 0.652 -3.442 0.869
H 0.959 3.174 2.147
H -2.078 0.122 -3.667
*
```

Calculated values
Energy relative to the best compared isomer or geometry (same formula, charge and spin): 0.0 kJ/mol
E: -915.08926 hartree
Lowest unoccupied orbital energy: 0.00113 Ha
Largest force on an atom: 1.42 eV/Å
HOMO-LUMO gap: 6.9 eV
HOMO energy: -6.887 eV


5.
Formula: C6H21FN10O8Ti
Source: the Open Molecules 2025 dataset
Level of theory: ωB97M-V/def2-TZVPD

ORCA input file:
```
! RIJCOSX wB97M-V def2-TZVPD def2/J DEFGRID3
* xyz -1 4
Ti 8.267 -2.801 -10.695
F 9.146 -2.957 -8.621
O 7.675 -6.986 -7.855
O 4.280 -3.817 -12.204
O 6.513 -1.863 -9.520
O 5.112 -0.796 -12.691
O 5.013 -5.924 -12.109
O 9.287 -0.707 -11.264
O 9.497 -3.619 -12.338
O 6.482 -4.231 -11.988
N 5.328 -1.776 -14.729
N 7.178 -1.342 -13.459
N 5.649 -0.734 -7.701
N 8.527 -4.309 -14.246
N 6.247 -7.202 -9.594
N 10.395 -2.955 -14.333
N 11.358 -1.268 -10.640
N 7.762 -5.458 -9.547
N 4.644 -0.618 -9.753
N 11.041 0.574 -11.995
C 5.828 -1.257 -13.591
C 7.234 -6.518 -8.914
C 5.692 -1.098 -9.034
C 9.500 -3.632 -13.569
C 5.303 -4.718 -12.081
C 10.499 -0.479 -11.330
H 12.320 -0.978 -10.561
H 4.699 -0.799 -10.752
H 7.606 -1.190 -12.529
H 4.784 -0.474 -7.280
H 10.392 -3.028 -15.329
H 8.277 -4.186 -15.212
H 6.428 -1.019 -7.132
H 7.671 -1.936 -14.098
H 5.524 -7.622 -9.043
H 4.040 0.047 -9.322
H 7.456 -5.113 -10.458
H 11.026 -1.860 -9.883
H 7.747 -4.642 -13.676
H 4.342 -1.883 -14.882
H 10.411 1.195 -12.471
H 4.757 -2.974 -12.277
H 5.946 -6.865 -10.505
H 5.946 -2.141 -15.427
H 8.467 -4.892 -9.073
H 11.042 -2.383 -13.819
H 12.023 0.628 -12.179
*
```

Calculated values
E: -2340.33085 hartree
Lowest unoccupied orbital energy (alpha / beta): 0.08136 / 0.07560 Ha
Largest force on an atom: 2.04 eV/Å
HOMO-LUMO gap (alpha / beta): 2.4 / 7.6 eV
HOMO energy (alpha / beta): -0.164 / -5.592 eV
<S²>: 3.754


6.
Formula: C6H21N10O8Pb
Source: the Open Molecules 2025 dataset
Level of theory: ωB97M-V/def2-TZVPD

ORCA input file:
```
! RIJCOSX wB97M-V def2-TZVPD def2/J DEFGRID3
* xyz 1 1
Pb -3.833 -3.345 4.648
O -0.210 0.350 0.967
O -2.846 -6.512 -4.264
O -1.400 -0.032 2.911
O -1.806 -1.207 1.188
O 5.193 1.756 5.266
O 4.557 -3.822 -1.335
O 0.567 1.097 -5.227
O -1.015 7.504 3.875
N 3.847 -2.712 0.385
N 3.072 1.198 5.754
N 3.563 1.928 3.796
N -1.458 1.784 -5.902
N -4.121 -5.398 -5.669
N 2.501 -4.117 -0.521
N -0.769 2.380 -3.989
N -0.051 5.924 2.670
N -1.535 5.353 4.135
N -4.115 -4.989 -3.529
C -0.894 6.363 3.529
C -1.209 -0.243 1.676
C -3.609 -5.668 -4.490
C -0.489 1.727 -5.076
C 4.033 1.631 4.963
C 3.647 -3.534 -0.546
H 3.278 -2.876 1.203
H 0.088 4.935 2.521
H -1.404 4.380 3.897
H -2.134 5.698 4.871
H 2.162 -4.776 -1.207
H 4.233 2.378 3.188
H -4.606 -4.137 -3.762
H -3.707 -5.011 -2.605
H 2.092 1.237 5.511
H -1.347 1.252 -6.753
H -0.460 -0.244 0.256
H 1.767 -3.671 0.011
H 2.620 1.696 3.521
H -3.825 -5.953 -6.459
H -4.719 -4.589 -5.758
H -1.609 2.925 -3.854
H 3.381 0.746 6.602
H 0.508 6.519 2.075
H -0.185 2.106 -3.212
H 4.626 -2.073 0.317
H -2.379 2.041 -5.577
*
```

Calculated values
Energy relative to the best compared isomer or geometry (same formula, charge and spin): 908.5 kJ/mol
E: -1583.13907 hartree
Lowest unoccupied orbital energy: -0.34086 Ha
Largest force on an atom: 7.55 eV/Å
HOMO-LUMO gap: 1.5 eV
HOMO energy: -10.756 eV


7.
Formula: C6H21N4Sn
Source: the Open Molecules 2025 dataset
Level of theory: ωB97M-V/def2-TZVPD

ORCA input file:
```
! RIJCOSX wB97M-V def2-TZVPD def2/J DEFGRID3
* xyz 1 1
Sn 0.333 -0.540 0.816
N 2.921 2.930 -0.310
N -1.672 0.816 0.438
N 2.167 1.619 -2.083
N 0.768 1.904 -0.260
C 1.063 0.931 -2.734
C 3.509 1.212 -2.485
C 3.741 3.759 -1.191
C 2.764 3.425 1.052
C -1.160 -2.052 0.368
C 1.924 2.159 -0.852
H -0.669 -2.993 0.641
H 1.823 3.992 1.165
H 3.230 3.956 -2.145
H -2.057 -1.916 0.977
H 1.239 0.932 -3.818
H 3.886 1.884 -3.273
H 4.726 3.305 -1.373
H -2.584 0.355 0.412
H 0.960 -0.109 -2.375
H 3.461 0.196 -2.907
H 3.593 4.107 1.249
H 4.202 1.215 -1.631
H 1.401 -1.188 -0.397
H -1.441 1.165 -0.497
H 1.416 0.266 1.907
H -1.388 -2.048 -0.704
H 2.803 2.600 1.782
H 0.132 1.473 -2.526
H 0.671 2.416 0.624
H -1.708 1.613 1.076
H 3.919 4.707 -0.675
*
```

Calculated values
Energy relative to the best compared isomer or geometry (same formula, charge and spin): 0.0 kJ/mol
E: -674.22411 hartree
Lowest unoccupied orbital energy: -0.11315 Ha
Largest force on an atom: 1.79 eV/Å
HOMO-LUMO gap: 9.2 eV
HOMO energy: -12.244 eV


8.
Formula: C6H21NO3S
Source: the Open Molecules 2025 dataset
Level of theory: ωB97M-V/def2-TZVPD

ORCA input file:
```
! RIJCOSX wB97M-V def2-TZVPD def2/J DEFGRID3
* xyz 0 1
S -2.605 2.775 1.306
O 1.709 -0.607 3.502
O 2.151 2.871 -0.643
O 3.010 -2.388 -0.167
N 0.398 -1.590 -1.097
C -1.137 1.984 -1.037
C 0.311 -0.121 -0.917
C -0.041 -2.270 0.160
C -1.543 -2.487 0.335
C -1.103 2.857 0.245
C -1.075 0.480 -0.737
H -3.315 2.099 0.387
H -1.972 -1.971 1.200
H 3.186 -3.095 -0.800
H 0.377 -3.268 0.037
H -1.829 -0.009 -1.334
H 0.926 -1.007 3.851
H 0.611 0.250 -1.893
H -0.254 2.357 -1.545
H -0.988 3.851 -0.150
H -1.996 2.204 -1.670
H 2.106 -0.875 2.674
H 0.591 -1.905 0.964
H -1.512 0.346 0.257
H -0.282 -1.787 -1.821
H -1.772 -3.498 0.635
H 2.260 -1.976 -0.631
H -0.280 2.381 0.766
H 3.066 2.594 -0.707
H 2.039 3.791 -0.404
H -2.054 -2.226 -0.587
H 1.016 0.240 -0.180
*
```

Calculated values
SMILES: CCNCCCCS.O.O.O
Energy relative to the best compared isomer or geometry (same formula, charge and spin): 90.0 kJ/mol
E: -919.81092 hartree
Lowest unoccupied orbital energy: 0.02094 Ha
Largest force on an atom: 2.35 eV/Å
HOMO-LUMO gap: 9.6 eV
HOMO energy: -9.007 eV


9.
Formula: C6H21NO5
Source: the Open Molecules 2025 dataset
Level of theory: ωB97M-V/def2-TZVPD

ORCA input file:
```
! RIJCOSX wB97M-V def2-TZVPD def2/J DEFGRID3
* xyz 0 1
O -3.011 -2.931 0.725
O 1.656 0.358 2.544
O 2.462 -0.828 0.303
O 0.671 2.731 1.874
O 1.618 2.021 -0.573
N -0.116 -1.912 -0.294
C -1.319 1.647 -0.658
C -0.466 -0.691 -0.922
C -0.179 -0.591 -2.376
C -1.158 0.215 -0.220
C -1.671 -0.030 1.181
C 0.814 -1.253 -2.963
H -1.340 1.706 -1.752
H 3.207 -1.310 -0.070
H 0.728 -1.360 -4.037
H 1.034 3.036 1.020
H 1.290 1.599 -1.375
H -0.945 -0.610 1.751
H 0.659 -2.412 -0.706
H -0.544 2.318 -0.329
H -2.074 -3.045 0.524
H -3.382 -2.242 0.169
H -1.001 -0.080 -2.855
H -1.740 0.891 1.743
H 1.604 -1.704 -2.382
H 1.893 1.229 -0.071
H -0.274 2.585 1.901
H 1.257 1.197 2.210
H -2.628 -0.540 1.233
H 0.147 -1.763 0.672
H 2.510 -0.918 1.262
H -2.261 2.080 -0.307
H 2.561 0.608 2.777
*
```

Calculated values
SMILES: C=CC(N)=C(C)C.O.O.O.O.O
Energy relative to the best compared isomer or geometry (same formula, charge and spin): 262.2 kJ/mol
E: -672.12043 hartree
Lowest unoccupied orbital energy: 0.01064 Ha
Largest force on an atom: 1.63 eV/Å
HOMO-LUMO gap: 8.2 eV
HOMO energy: -7.861 eV


10.
Formula: C6H21NO6
Source: the Open Molecules 2025 dataset
Level of theory: ωB97M-V/def2-TZVPD

ORCA input file:
```
! RIJCOSX wB97M-V def2-TZVPD def2/J DEFGRID3
* xyz 0 1
O 2.007 -1.184 0.849
O 4.275 -0.721 2.567
O -3.352 3.318 0.528
O 2.747 0.265 -2.116
O 3.340 -2.091 -1.340
O -3.728 -0.326 -0.755
N 0.104 -1.229 2.072
C 0.745 -1.034 0.875
C -1.378 -0.962 2.222
C -0.119 0.983 -0.372
C -0.512 1.397 -1.704
C -1.816 1.534 -1.941
C 0.131 -0.572 -0.385
H 2.691 -2.548 -1.908
H 0.864 1.471 -0.218
H -1.758 -1.552 3.029
H 3.705 0.284 -2.165
H 4.492 0.194 2.399
H 0.302 1.543 -2.413
H -3.253 3.117 -0.348
H 2.821 -1.912 -0.482
H -1.898 -1.292 1.382
H 0.900 -0.757 -1.241
H -2.373 3.233 0.827
H -4.516 -0.830 -0.785
H -1.343 0.069 2.406
H -0.768 1.112 0.463
H -2.709 1.314 -1.337
H -3.373 -0.257 0.203
H -0.887 -0.863 -0.548
H 2.690 -0.657 -1.743
H 3.620 -1.026 2.025
H -2.269 1.540 -2.977
H 0.617 -1.562 2.932
*
```

Calculated values
SMILES: C=CCCC(=O)NC.O.O.O.O.O
Energy relative to the best compared isomer or geometry (same formula, charge and spin): 318.8 kJ/mol
E: -747.32128 hartree
Lowest unoccupied orbital energy: 0.00428 Ha
Largest force on an atom: 5.06 eV/Å
HOMO-LUMO gap: 9.8 eV
HOMO energy: -9.722 eV


11.
Formula: C6H22AgCs2O12P
Source: the Open Molecules 2025 dataset
Level of theory: ωB97M-V/def2-TZVPD

ORCA input file:
```
! RIJCOSX wB97M-V def2-TZVPD def2/J DEFGRID3
* xyz 1 2
Cs 1.935 -6.476 3.345
Cs 0.797 2.112 -4.991
Ag 5.491 -2.583 -1.082
P 1.172 -1.376 -0.108
O -2.621 4.670 -0.085
O 0.876 -6.671 -1.583
O 0.515 -3.466 -5.847
O 2.807 -0.608 5.686
O 0.667 0.074 0.383
O -0.092 -2.304 -0.362
O -2.220 -2.489 -4.956
O -3.878 6.937 -0.800
O 3.756 3.047 0.302
O 2.034 -1.289 -1.400
O 0.037 0.871 5.817
O 2.301 -1.895 0.814
C 1.597 -0.903 6.320
C -0.752 -4.084 -6.188
C -1.848 -2.963 -6.228
C 0.918 0.405 6.840
C -3.138 7.000 0.451
C -3.039 5.589 0.952
H -4.029 5.191 1.175
H -0.693 -4.497 -7.195
H 2.893 2.635 0.335
H 2.819 -0.811 4.748
H -2.426 5.518 1.850
H 4.282 2.457 -0.239
H 1.789 -1.469 7.232
H 0.465 0.735 4.969
H -1.968 4.059 0.265
H 0.486 -3.155 -4.940
H -3.699 6.081 -1.196
H -2.667 -3.308 -6.860
H -1.326 -2.159 -6.746
H 1.806 -6.525 -1.758
H 0.544 -5.812 -1.321
H 1.022 -1.493 5.607
H 1.642 1.094 7.274
H 0.233 0.387 7.687
H -3.757 7.546 1.163
H -1.014 -4.889 -5.502
H -1.560 -2.662 -4.280
H -2.160 7.481 0.455
*
```

Calculated values
E: -1672.84570 hartree
Lowest unoccupied orbital energy (alpha / beta): -0.18553 / -0.18295 Ha
Largest force on an atom: 3.34 eV/Å
HOMO-LUMO gap (alpha / beta): 3.4 / 3.2 eV
HOMO energy (alpha / beta): -8.497 / -8.225 eV
<S²>: 0.800


12.
Formula: C6H22FN8O5
Source: the Open Molecules 2025 dataset
Level of theory: ωB97M-V/def2-TZVPD

ORCA input file:
```
! RIJCOSX wB97M-V def2-TZVPD def2/J DEFGRID3
* xyz -1 1
F -0.581 -0.560 -0.432
O 4.918 -3.962 -0.468
O 5.090 1.948 -1.223
O -3.178 -2.103 3.653
O -4.480 -2.115 -4.180
O -0.674 4.323 -3.619
N -5.871 -1.169 -2.779
N -1.908 4.898 -1.951
N -2.104 6.073 -3.778
N 4.315 2.491 0.698
N 4.410 -4.197 1.686
N 6.342 -4.964 0.897
N 6.302 3.195 0.100
N -6.423 -1.341 -4.887
C -1.420 5.145 -3.127
C 5.193 -4.389 0.665
C -1.605 -2.271 5.374
C -5.538 -1.568 -3.944
C -3.111 -1.849 5.008
C 5.192 2.581 -0.238
H -1.244 -1.659 6.201
H -7.258 -0.778 -4.810
H -3.130 -0.760 5.039
H -3.972 -2.204 5.574
H 3.579 -3.636 1.562
H 6.342 3.524 1.054
H 7.043 3.455 -0.535
H -2.072 6.305 -4.760
H 6.459 -5.131 1.886
H 6.961 -5.150 0.121
H -1.388 -3.314 5.602
H -0.920 -2.106 4.543
H -2.529 -1.538 3.229
H 4.442 -4.716 2.551
H 3.418 2.027 0.665
H 4.358 3.195 1.420
H -1.557 4.017 -1.603
H -6.845 -0.928 -2.664
H -2.508 5.560 -1.479
H -2.779 6.547 -3.194
H -6.138 -1.754 -5.764
H -5.132 -1.123 -2.092
*
```

Calculated values
Energy relative to the best compared isomer or geometry (same formula, charge and spin): 628.2 kJ/mol
E: -1155.94774 hartree
Lowest unoccupied orbital energy: 0.09611 Ha
Largest force on an atom: 6.37 eV/Å
HOMO-LUMO gap: 5.5 eV
HOMO energy: -2.901 eV